79
Properties=species:S:1:pos:R:3:forces:R:3 method="wB97M-V/def2-TZVPD" homo_lumo_gap_ev="5.8 / 6.3" spin_multiplicity=5 e_homo_ev="-3.3 / -3.9" s_squared=6.09 e_tot_ha=-3789.56738 charge=-1
Cr 0.79189 -0.60107 -0.20614 0.583 0.029 0.205
C 2.07899 6.16823 -0.73944 0.015 -0.103 0.115
C 1.44919 4.81073 -0.85554 -0.003 -0.121 -0.157
C 0.10479 4.62063 -0.54294 0.100 -0.092 -0.177
C -0.46541 3.37303 -0.58104 0.162 -0.123 0.089
C 0.26219 2.21713 -0.93254 0.557 0.782 -0.306
N -0.30401 0.97073 -0.87174 0.472 -0.897 -0.102
C -1.63191 0.85823 -1.17274 -0.919 -0.166 -0.041
C -2.18491 1.64393 -2.20944 0.089 -0.205 0.085
C -3.51001 1.59743 -2.56174 -0.092 -0.106 0.147
C -4.38451 0.73223 -1.90594 0.140 0.056 0.088
C -5.83401 0.65573 -2.28774 0.108 -0.112 -0.057
C -3.85651 -0.09547 -0.93174 0.056 0.042 -0.038
C -2.51631 -0.05617 -0.54104 0.129 0.895 -0.967
N -2.09331 -0.97267 0.43716 -0.428 -0.235 0.883
C -2.90401 -1.67667 1.26726 0.486 -0.077 0.015
C -2.14721 -2.65847 1.86266 -0.041 0.144 -0.174
C -0.86511 -2.47947 1.35256 -0.040 0.140 -0.083
N -0.83341 -1.43957 0.52126 -0.934 -0.831 0.314
C 1.61209 2.42883 -1.29734 -1.043 0.506 0.533
C 2.18169 3.69933 -1.22934 -0.036 0.044 0.081
N 2.41539 1.37093 -1.75034 0.555 -0.070 -0.602
C 3.44319 1.47013 -2.62684 -0.126 -0.397 0.129
C 4.00719 0.21873 -2.74284 -0.104 0.238 0.098
C 3.25529 -0.59347 -1.90034 -0.110 0.081 -0.034
N 2.28569 0.11063 -1.31354 0.884 0.162 -0.762
H 1.36569 6.94973 -0.99244 -0.030 0.080 -0.039
H 2.94469 6.26373 -1.39074 0.088 0.036 -0.047
H 2.40499 6.33913 0.28706 0.067 0.092 0.047
H -0.49601 5.46693 -0.24584 -0.090 0.109 0.087
H -1.49701 3.25453 -0.28934 -0.026 -0.036 0.062
H -1.51361 2.30543 -2.74114 -0.013 0.007 0.029
H -3.87301 2.23013 -3.36124 -0.038 0.047 -0.053
H -6.18371 1.61623 -2.65974 -0.081 0.050 -0.020
H -6.45091 0.36493 -1.44034 -0.081 -0.007 0.045
H -5.97621 -0.08397 -3.07674 -0.124 -0.028 -0.068
H -4.51421 -0.81217 -0.46534 -0.071 -0.100 0.038
H -3.93371 -1.43107 1.41736 -0.176 0.118 -0.122
H -2.46151 -3.38737 2.58216 -0.069 -0.052 0.119
H 0.02899 -3.02597 1.59016 0.154 0.065 -0.070
H 3.23409 3.80713 -1.44974 0.118 0.022 -0.016
H 3.67539 2.38563 -3.13184 -0.043 0.195 0.046
H 4.84149 -0.06617 -3.35044 0.118 -0.046 -0.109
H 3.36779 -1.64147 -1.70734 -0.088 -0.172 0.123
C -0.48921 -4.58247 -3.89264 -0.014 -0.034 -0.101
C 0.48149 -5.20557 -3.11634 -0.205 -0.006 -0.235
C 1.07239 -4.54607 -2.06654 0.167 0.281 0.374
C 0.71459 -3.21357 -1.75804 -0.433 -0.664 -0.844
C -0.25531 -2.58737 -2.56864 0.299 0.130 0.393
C -0.84241 -3.26817 -3.60904 -0.155 -0.146 -0.251
N 1.27699 -2.52987 -0.73584 0.174 1.270 0.486
N 2.18079 -3.16767 -0.01414 0.124 -1.435 -0.435
C 2.74029 -2.39767 0.93846 0.264 0.911 0.590
C 3.77769 -2.90947 1.73826 -0.207 -0.095 -0.269
C 4.42139 -2.08117 2.63116 0.121 0.043 0.193
C 4.03349 -0.75467 2.75446 0.041 0.015 -0.008
C 2.97529 -0.26247 1.98786 0.135 0.506 0.141
C 2.30789 -1.05327 1.08486 -0.234 -0.570 0.140
H -0.95291 -5.10837 -4.71354 -0.055 -0.040 -0.089
H 0.78109 -6.22037 -3.34494 -0.003 -0.068 0.019
H 1.82209 -5.01697 -1.44944 0.011 -0.046 -0.023
H -0.52681 -1.55457 -2.36964 -0.051 0.002 -0.037
H -1.58611 -2.77137 -4.21984 -0.026 0.042 0.009
H 4.06579 -3.94457 1.62086 0.034 -0.097 -0.039
H 5.23569 -2.46477 3.23466 0.000 -0.024 0.017
H 4.55149 -0.10497 3.44736 -0.013 0.062 0.042
H 2.68029 0.77483 2.10676 -0.072 -0.023 0.070
F -2.66031 -0.41477 6.88986 0.138 0.145 -0.187
C -1.99391 0.11883 5.83856 0.046 0.057 -0.117
C -1.27401 -0.70257 4.97336 -0.154 0.021 0.256
F -1.25831 -2.03627 5.18736 0.063 0.206 0.037
C -0.59131 -0.15247 3.91116 0.139 0.430 -0.227
F 0.18319 -0.95057 3.14486 -0.354 0.131 0.648
C -0.66751 1.21773 3.57196 -0.387 -0.410 0.893
S 0.01799 1.81563 2.14576 0.352 0.420 -0.570
C -1.38471 2.01893 4.49196 0.299 -0.228 -0.366
F -1.46531 3.35033 4.28886 -0.058 -0.313 0.125
C -2.01611 1.49183 5.60006 -0.127 -0.216 0.188
F -2.67571 2.30543 6.45536 0.067 -0.220 -0.156

=====

57
Properties=species:S:1:pos:R:3:forces:R:3 method="wB97M-V/def2-TZVPD" homo_lumo_gap_ev=8.3 e_homo_ev=-7.8 e_tot_ha=-1646.67947 de_lowest_kj_mol=1761.0
O 1.62615 -0.78959 0.72050 -1.602 -1.659 1.234
C 2.10981 0.26643 0.55781 3.212 1.892 -3.587
N 2.85761 0.59153 -0.62480 0.140 5.679 4.997
C 3.54302 1.92481 -0.38630 -1.185 -0.014 1.726
O 4.25895 2.56857 -1.06242 1.981 -0.133 -3.624
N 3.22215 2.44172 0.83058 -1.902 -4.193 -2.377
C 3.82594 3.54272 1.52137 -8.465 5.244 -15.439
C 4.36241 3.36446 2.63185 8.520 -5.554 13.276
H 4.69814 4.26077 3.15824 -0.099 -0.108 -0.119
C 3.45402 2.38592 3.59510 2.803 -0.121 -1.220
C 3.14499 1.10557 2.60026 -11.379 6.878 5.471
H 2.46854 0.62440 3.28681 -0.498 -1.039 0.249
H 3.90055 0.65405 2.72107 10.658 -6.591 -0.461
C 2.36484 1.45498 1.41779 -2.062 3.035 2.834
H 1.32601 2.04247 1.72958 2.225 -1.872 -0.510
H 4.13555 2.04244 4.51001 -1.577 0.583 -2.058
H 2.59296 2.91825 3.99245 -0.267 -0.144 -0.221
H 5.37340 2.64345 2.48180 -2.087 1.892 0.522
H 4.21979 4.11176 0.56161 0.707 -0.974 2.276
H 2.91714 4.20807 1.57305 0.338 0.062 0.749
C 3.16752 -0.06952 -1.72796 1.710 -8.982 -1.864
C 2.52130 0.26009 -2.97833 -6.392 -4.559 1.414
H 2.50687 -0.39402 -3.84055 0.976 -0.121 0.077
C 0.99412 0.38338 -2.61005 -4.393 4.304 0.078
H 0.24534 1.14375 -3.64102 2.258 -2.886 2.774
H 0.67098 1.17551 -1.76225 1.872 -0.892 -1.773
C 0.16374 -0.79081 -2.06848 0.445 -2.917 -8.524
N -1.31881 -0.68363 -2.33580 2.942 2.850 5.624
C -1.81095 -2.02186 -2.18391 -5.889 4.509 -7.509
C -3.45211 -1.85627 -2.19310 3.594 6.317 -4.249
N -3.92125 -1.05608 -1.17028 0.652 1.654 5.023
C -4.24473 -1.64879 0.09895 -1.968 -2.834 -2.860
C -3.87824 -1.36619 1.33509 3.480 3.461 4.059
C -4.27250 -1.96698 2.61543 -2.352 -3.759 -4.617
C -5.01666 -3.14100 2.47426 1.269 4.099 -9.368
C -5.41720 -3.69145 0.95373 3.399 7.097 6.506
C -5.10390 -2.79937 -0.01417 -0.113 -4.630 -2.368
H -5.20107 -3.53919 -0.93433 -0.022 2.873 0.547
H -5.98097 -4.51209 1.00814 -1.883 -3.205 -0.680
H -5.21232 -3.73318 3.17770 -1.715 -4.474 5.957
Cl -3.81231 -1.58164 4.15274 1.045 1.285 1.628
H -3.01191 -0.61182 1.45853 -1.659 -0.952 -0.079
C -3.10980 0.21929 -0.94666 -3.538 -0.333 1.828
H -3.42811 0.76846 -1.75095 -0.920 1.970 -2.048
C -1.62831 0.13257 -1.04578 -6.066 -12.293 1.324
H -1.51833 -0.56747 0.00859 1.054 1.393 -2.768
H -1.27970 0.95755 -0.83902 4.376 8.375 0.986
H -3.65677 0.68892 0.03399 1.955 -0.858 -2.373
H -3.80737 -1.11924 -3.21752 1.486 -2.418 2.333
H -3.79297 -2.75119 -2.38224 -2.586 -4.546 -0.223
H -1.70205 -2.57598 -1.41870 2.131 -3.859 5.730
H -1.66761 -2.44641 -3.19313 0.484 -0.605 0.795
H 0.17935 -1.52766 -3.12073 1.550 0.812 2.877
H 0.56008 -1.33311 -1.21398 -0.473 0.250 0.229
H 2.69860 1.18119 -3.09838 2.044 7.026 -2.275
H 2.92041 -1.39844 -1.50754 0.721 3.885 -0.346
H 4.21567 -0.09012 -1.93866 1.068 0.098 0.414

=====

15
Properties=species:S:1:pos:R:3:forces:R:3 method="wB97M-V/def2-TZVPD" homo_lumo_gap_ev=7.4 e_homo_ev=-8.8 smiles="CSSCCC=O" e_tot_ha=-1028.72429 de_lowest_kj_mol=259.3
C 2.93303 0.32823 -1.14409 5.369 -2.165 -2.232
S 1.62247 0.96564 -0.33630 -4.069 -1.959 1.263
S 0.36686 -1.22350 -0.33155 1.220 2.979 0.833
C -0.47674 -0.68820 1.22060 -1.933 -0.042 -1.723
C -1.59199 0.38084 0.81909 -0.182 0.349 0.561
C -2.58614 -0.00040 -0.39966 -0.550 2.907 3.102
O -3.49557 0.73658 -0.72375 1.283 -0.556 0.158
H 3.03465 -0.82776 -1.23811 -0.386 1.890 0.859
H 3.92454 0.68209 -0.59978 -1.816 -0.706 -1.221
H 3.01223 0.58675 -2.23453 -0.099 0.299 0.981
H -1.16962 -1.52346 1.49160 1.288 0.088 0.386
H 0.31306 -0.39949 1.95220 -1.130 -0.190 -0.357
H -1.17094 1.35135 0.52162 0.105 -0.235 0.126
H -2.19446 0.59224 1.77400 0.455 -0.286 -1.527
H -2.52139 -0.96091 -0.77133 0.443 -2.373 -1.210

=====

24
Properties=species:S:1:pos:R:3:forces:R:3 method="wB97M-V/def2-TZVPD" homo_lumo_gap_ev=8.8 e_homo_ev=-7.8 e_tot_ha=-347.54531 de_lowest_kj_mol=471.3
C 1.09798 0.16427 0.13474 -1.041 -0.153 0.030
N 0.15740 -0.14089 -0.96557 1.746 -0.238 -1.721
C 1.16507 -0.05086 -2.45266 1.295 -3.636 -0.635
C 0.93623 -1.43620 -3.05803 -0.161 0.510 0.781
C 0.37639 -0.15179 1.44724 -1.084 0.667 -0.998
N -0.79630 0.67646 1.69767 0.047 0.874 0.811
C -1.90674 0.75285 0.78636 0.051 -1.905 -0.747
C -1.18573 0.60924 3.09875 0.679 0.102 -0.354
H 1.96744 -0.50398 0.09966 0.259 0.421 -0.009
H 1.30224 1.23354 0.08162 0.758 -0.017 0.388
H 0.37178 0.61141 -1.65150 -2.491 2.787 1.037
H 1.03337 0.69151 -3.25085 -0.695 0.517 0.715
H 2.20194 -0.00577 -2.12884 -0.037 0.257 0.249
H -0.10648 -1.67007 -3.24392 -0.235 0.453 -0.309
H 1.17789 -2.12540 -2.25034 0.583 -0.360 -0.450
H 1.51486 -1.50288 -3.97560 0.151 -0.554 -0.024
H 0.10325 -1.21832 1.38868 0.210 -0.116 0.457
H 1.00974 0.12787 2.27668 0.588 -0.664 0.177
H -1.62028 1.27089 -0.12035 -0.394 0.623 0.098
H -2.22523 -0.23378 0.39152 0.281 -0.162 0.143
H -2.80919 1.05962 1.29249 -0.004 0.934 0.070
H -1.98460 1.31596 3.31588 -0.158 -0.156 -0.093
H -0.32154 0.93905 3.68798 -0.163 -0.236 0.165
H -1.45947 -0.41274 3.39843 -0.183 0.050 0.218

=====

17
Properties=species:S:1:pos:R:3:forces:R:3 method="wB97M-V/def2-TZVPD" homo_lumo_gap_ev=9.3 e_homo_ev=-8.9 smiles="C=CC(=C)O.O.O" e_tot_ha=-384.05627 de_lowest_kj_mol=245.1
C 0.91867 -2.40759 -0.95077 1.329 -0.615 0.006
C 1.12431 -1.55891 0.04462 0.721 1.504 0.716
C 1.39053 -0.07901 -0.20491 -3.606 -1.233 0.887
C 1.40821 0.79689 0.81403 1.373 -0.123 -0.986
O 1.00518 0.32185 -1.46606 1.372 0.356 -0.502
H 1.07681 -2.11631 -1.97966 -0.360 0.328 -0.050
H 1.01017 -3.47190 -0.78927 -0.710 -0.165 0.220
H 1.14949 -1.82751 1.12343 -0.022 -0.126 -0.960
H 1.63830 1.83247 0.54213 -0.604 -0.176 0.519
H 1.42116 0.41912 1.82732 0.387 0.246 0.050
H 0.06222 0.12698 -1.56597 0.052 0.184 0.168
O -2.14463 1.32238 2.21769 0.167 -0.357 -0.376
H -1.94520 2.17571 2.59914 0.138 0.245 0.084
H -1.47439 1.17464 1.52923 -0.291 0.091 0.210
O -1.88611 1.00415 -1.11435 0.452 0.072 0.092
H -2.20570 1.91422 -1.21677 -0.139 -0.651 -0.098
H -2.54903 0.37283 -1.40983 -0.258 0.419 0.021

=====

47
Properties=species:S:1:pos:R:3:forces:R:3 method="wB97M-V/def2-TZVPD" homo_lumo_gap_ev="5.2 / 5.2" e_homo_ev="-15.5 / -15.5" e_tot_ha=-2583.92924 charge=+2
Mo -0.32279 -0.12524 0.27448 0.600 1.407 -0.694
C 2.62450 -0.86802 -0.33410 0.390 -0.969 0.223
N 1.69985 0.27744 -0.27974 0.464 -0.070 0.113
C 1.72965 0.99139 -1.58981 -0.362 0.362 -0.748
C 0.54974 0.49915 -2.45323 0.663 0.714 -0.163
N -0.38762 -0.22148 -1.59187 -0.627 -0.733 -0.398
C -1.13696 -1.17240 -2.31735 -0.692 -1.064 -0.310
C -2.17873 -0.80529 -3.16731 0.194 -0.148 0.157
F -2.48033 0.49536 -3.22774 -0.158 -0.068 -0.211
C -2.88183 -1.76126 -3.89907 0.447 -0.044 0.291
F -3.84940 -1.39781 -4.71177 -0.047 -0.011 0.012
C -2.53573 -3.11355 -3.76347 0.169 0.239 0.262
F -3.18530 -4.02579 -4.44864 0.082 0.131 0.087
C -1.50912 -3.50298 -2.88831 0.009 0.409 0.059
F -1.19352 -4.77222 -2.73915 -0.047 0.005 -0.068
C -0.82732 -2.52389 -2.17670 0.073 0.098 -0.154
F 0.17925 -2.81954 -1.32939 -0.339 -0.324 -0.432
C 2.03044 1.16711 0.85355 0.202 0.427 0.715
C 0.98692 2.29695 0.88852 1.192 0.198 0.257
N -0.24392 1.74717 0.32991 -0.627 1.541 0.398
C -1.25799 2.64898 -0.00081 -0.573 0.004 -0.235
C -1.06376 3.95315 -0.49564 -0.067 0.229 -0.180
F 0.16030 4.35683 -0.84196 -0.310 0.078 0.037
C -2.13007 4.82265 -0.71217 0.359 -0.345 0.197
F -1.88280 6.01616 -1.19754 -0.138 0.000 0.044
C -3.43986 4.42331 -0.41053 0.179 -0.241 0.084
F -4.43430 5.25678 -0.55718 0.278 -0.294 -0.034
C -3.67419 3.10488 0.02199 0.369 -0.144 0.043
F -4.89646 2.68779 0.25648 0.062 0.039 -0.028
C -2.59472 2.24645 0.18084 -0.304 -0.090 -0.086
F -2.79303 0.95446 0.53141 0.093 0.553 -0.180
H 3.65088 -0.53709 -0.50866 -0.146 0.196 -0.014
H 2.32638 -1.54256 -1.13687 -0.028 0.098 0.007
H 2.59230 -1.42933 0.60089 0.004 0.145 -0.121
H 2.67682 0.79598 -2.10528 -0.148 0.044 0.248
H 1.65498 2.07295 -1.44494 0.066 -0.274 0.149
H 0.89459 -0.18604 -3.23709 -0.190 0.013 0.220
H 0.05080 1.33561 -2.96009 0.055 -0.130 0.099
H 3.04886 1.57275 0.75251 -0.268 -0.148 0.043
H 1.99768 0.56668 1.77959 0.073 0.103 -0.291
H 1.33749 3.16511 0.32183 -0.242 -0.278 0.096
H 0.80725 2.64660 1.91538 -0.041 -0.221 -0.195
O -1.42083 -2.93645 2.46851 -0.228 -0.211 0.233
S -1.05721 -1.81467 1.74119 0.432 -0.626 0.460
O -1.18057 -0.41079 2.22782 -0.606 0.642 0.674
O -1.63952 -1.58862 0.32880 -1.058 -0.682 -0.591
O 0.42319 -1.67717 1.26472 0.793 -0.559 -0.074

=====

13
Properties=species:S:1:pos:R:3:forces:R:3 method="wB97M-V/def2-TZVPD" homo_lumo_gap_ev="3.6 / 7.1" spin_multiplicity=2 e_homo_ev="1.0 / -2.6" s_squared=0.77 e_tot_ha=-195.19467 charge=-1 de_lowest_kj_mol=101.6
C -0.05691 -0.64254 2.20877 4.858 1.288 2.760
C 0.58133 0.00383 1.01145 -2.432 -1.160 0.931
C -0.12113 0.01723 -0.13169 2.951 1.620 -4.659
C 0.41813 0.43106 -1.50854 -2.999 -1.350 4.297
C -0.47803 0.60945 -2.52531 0.283 0.285 -2.366
H -1.07911 -0.70837 2.17677 -2.523 -0.619 -0.545
H 0.12993 -0.02012 3.19441 -0.266 -0.733 -1.433
H 0.47544 -1.59853 2.49956 -0.994 0.364 -0.343
H 1.44954 0.53595 0.91510 2.539 0.912 0.912
H -1.11164 -0.27261 -0.15669 -2.192 -0.790 -0.077
H 1.45929 0.51081 -1.65593 1.153 0.066 -0.091
H -0.11727 0.56441 -3.56001 -0.038 0.206 0.108
H -1.54957 0.56944 -2.46790 -0.340 -0.090 0.505